{
  "formula": "C63H92N8O3Sr",
  "method": "ωB97M-V/def2-TZVPD",
  "elements": ["Sr", "C", "C", "C", "C", "C", "C", "C", "C", "C", "C", "C", "C", "C", "C", "C", "C", "N", "C", "C", "C", "N", "C", "C", "C", "N", "C", "C", "C", "C", "C", "C", "C", "C", "C", "C", "C", "C", "N", "C", "C", "H", "H", "H", "H", "H", "H", "H", "H", "H", "H", "H", "H", "H", "H", "H", "H", "H", "H", "H", "H", "H", "H", "H", "H", "H", "H", "H", "H", "H", "H", "H", "H", "H", "H", "H", "H", "H", "H", "H", "H", "H", "H", "H", "H", "C", "C", "C", "C", "C", "C", "C", "C", "C", "C", "C", "C", "C", "C", "C", "C", "C", "H", "H", "H", "H", "H", "H", "H", "H", "H", "H", "H", "H", "H", "H", "H", "H", "H", "H", "H", "H", "H", "H", "H", "H", "H", "H", "H", "H", "H", "C", "C", "C", "O", "C", "O", "O", "H", "H", "H", "H", "H", "H", "H", "C", "N", "C", "N", "C", "N", "C", "N", "C", "C", "H", "H", "H", "H", "H", "H", "H", "H", "H", "H", "H", "H"],
  "xyz": [[-0.066930, 0.718406, 0.580888], [-3.888786, -1.219328, 5.742407], [-3.690128, -2.023771, 4.450446], [-3.326466, -1.149083, 3.289770], [-4.158297, -0.643303, 2.337348], [-5.638822, -0.846620, 2.224372], [-5.988209, -2.034476, 1.318957], [-3.325386, 0.160657, 1.451061], [-3.798437, 0.906910, 0.366281], [-3.089805, 1.802490, -0.439274], [-3.666123, 2.623368, -1.496201], [-5.100879, 2.609602, -1.920541], [-5.984363, 3.466671, -1.004739], [-2.654429, 3.402243, -1.974391], [-1.473083, 3.068403, -1.186981], [-0.247276, 3.738351, -1.253189], [0.838879, 3.634408, -0.377668], [0.908693, 2.797616, 0.680253], [2.092470, 3.001262, 1.301333], [2.554136, 2.287458, 2.411251], [1.905229, 1.259673, 3.104905], [0.671703, 0.788083, 2.813817], [0.353694, -0.145044, 3.737047], [-0.875671, -0.808123, 3.812528], [-1.995637, -0.635898, 2.992903], [-2.038220, 0.118218, 1.869503], [1.455094, -0.297457, 4.678437], [2.425061, 0.575948, 4.283212], [3.791727, 0.766699, 4.865950], [4.859122, 0.022802, 4.049943], [1.480620, -1.220537, 5.857777], [0.810484, -0.600834, 7.090220], [2.818357, 4.066502, 0.621681], [2.042468, 4.453465, -0.430530], [2.336996, 5.498026, -1.460487], [1.683363, 6.845590, -1.127962], [4.141334, 4.618438, 1.051732], [3.990567, 5.623647, 2.201885], [-1.776467, 2.092512, -0.301963], [-2.710837, 4.429680, -3.060808], [-2.935715, 5.846458, -2.515985], [-4.133556, -1.874471, 6.582868], [-4.699678, -0.499857, 5.616026], [-2.982084, -0.663549, 5.984469], [-4.609922, -2.567909, 4.222293], [-2.906931, -2.770764, 4.605092], [-6.105525, 0.058180, 1.826897], [-6.063904, -1.006964, 3.219629], [-5.584245, -1.872274, 0.319593], [-7.069999, -2.171281, 1.240520], [-5.547760, -2.952529, 1.710505], [-4.856795, 0.805416, 0.150694], [-5.469679, 1.581319, -1.913421], [-5.181422, 2.975085, -2.947210], [-5.915902, 3.115440, 0.026140], [-7.030814, 3.429979, -1.318630], [-5.658263, 4.508317, -1.019003], [-0.146987, 4.467515, -2.049890], [3.535268, 2.564941, 2.780483], [-1.002600, -1.483428, 4.653227], [3.810648, 0.410308, 5.899733], [4.034173, 1.832991, 4.896129], [4.666814, -1.051971, 4.063370], [5.859203, 0.204636, 4.452660], [4.844941, 0.348557, 3.009617], [2.515384, -1.476288, 6.101224], [0.973027, -2.157111, 5.608076], [1.321055, 0.320796, 7.374146], [0.831585, -1.286113, 7.941870], [-0.229867, -0.355782, 6.870266], [1.981726, 5.153562, -2.434441], [3.417972, 5.638348, -1.541186], [0.602979, 6.730655, -1.028107], [1.885183, 7.588174, -1.904489], [2.067981, 7.226815, -0.180154], [4.631785, 5.109127, 0.207265], [4.788254, 3.798527, 1.375227], [3.376156, 6.469647, 1.888882], [4.963403, 6.006042, 2.522843], [3.499704, 5.149675, 3.052711], [-3.517775, 4.181990, -3.754897], [-1.778623, 4.407382, -3.630127], [-3.890978, 5.901150, -1.991227], [-2.941333, 6.586276, -3.320738], [-2.149960, 6.109559, -1.805972], [-0.825974, -3.556336, -3.091908], [-2.187509, -3.377627, -2.781143], [-2.652534, -2.273321, -3.574380], [-1.546912, -1.838674, -4.337339], [-0.416619, -2.608700, -4.042771], [0.986182, -2.445080, -4.586446], [1.145745, -1.100182, -5.300535], [1.309404, -3.570521, -5.585249], [2.003636, -2.494619, -3.436818], [-4.018344, -1.600618, -3.745646], [-4.896455, -2.409682, -4.720555], [-3.856307, -0.194169, -4.353272], [-4.782222, -1.373375, -2.433753], [-2.843280, -4.215625, -1.686450], [-4.220175, -4.773107, -2.082223], [-2.930347, -3.396434, -0.389318], [-1.991645, -5.451048, -1.346885], [-0.168256, -4.297822, -2.655932], [-1.550934, -1.017115, -5.040112], [0.491975, -1.042146, -6.174441], [2.180133, -0.966788, -5.636416], [0.891368, -0.283990, -4.621947], [0.616951, -3.528777, -6.429321], [1.198175, -4.545139, -5.105808], [2.335433, -3.480758, -5.966976], [1.791240, -1.692911, -2.725795], [3.027360, -2.372284, -3.812072], [1.945116, -3.446083, -2.904299], [-4.383347, -2.496624, -5.680209], [-5.867533, -1.921871, -4.886298], [-5.077683, -3.418481, -4.349026], [-3.508744, -0.236088, -5.386570], [-3.144158, 0.392742, -3.769791], [-4.818987, 0.330796, -4.350620], [-5.052231, -2.302024, -1.937679], [-5.714022, -0.827152, -2.627162], [-4.168502, -0.776800, -1.755517], [-4.933108, -3.989785, -2.322287], [-4.642084, -5.376080, -1.268613], [-4.112335, -5.412675, -2.961876], [-3.502112, -2.483210, -0.530301], [-1.921088, -3.093116, -0.098537], [-3.381256, -3.972776, 0.429654], [-1.792214, -6.051117, -2.236658], [-2.522465, -6.073656, -0.617832], [-1.035347, -5.166702, -0.904482], [4.457043, 1.645235, -1.523872], [3.946296, 0.361776, -0.885934], [4.372162, -0.847280, -1.721107], [4.482639, 0.230067, 0.429100], [2.381907, 0.368977, -0.799109], [1.714818, 0.861731, -1.712795], [1.919499, -0.188186, 0.245015], [5.534252, 1.582800, -1.700321], [4.248814, 2.482311, -0.859606], [3.933791, 1.812382, -2.465104], [5.458033, -0.951591, -1.666075], [4.068743, -0.715137, -2.760556], [3.909464, -1.758094, -1.337489], [3.689452, 0.088921, 0.975585], [0.404549, -3.761238, 2.233899], [1.076220, -5.056747, 2.460006], [1.343090, -5.653315, 1.144912], [2.166405, -4.797616, 0.292055], [1.461633, -3.511482, 0.119213], [1.199398, -2.867335, 1.404003], [2.480852, -2.633914, 2.067061], [3.214265, -3.894165, 2.297753], [2.365293, -4.775219, 3.096816], [3.423099, -4.527866, 0.992477], [0.234127, -3.285718, 3.202119], [-0.559456, -3.944234, 1.752297], [0.389633, -5.834986, 0.643916], [1.857053, -6.608637, 1.292978], [0.522219, -3.685276, -0.412011], [2.081058, -2.847819, -0.483602], [2.307799, -2.143403, 3.026060], [3.087823, -1.990688, 1.435907], [2.181322, -4.301450, 4.065816], [2.891614, -5.722048, 3.259651], [3.957727, -5.472303, 1.141463], [4.033109, -3.865536, 0.374037]],
  "forces_ev_per_angstrom": [[-1.70, -1.72, -1.12], [0.01, -0.12, -0.07], [0.00, 0.22, 0.07], [-0.07, -0.15, -0.14], [-0.01, 0.02, 0.18], [0.06, -0.17, -0.10], [-0.02, 0.14, 0.06], [0.04, -0.03, 0.03], [0.03, -0.01, 0.04], [0.03, 0.10, 0.02], [0.03, 0.04, -0.16], [0.04, 0.09, 0.15], [0.01, -0.04, -0.06], [-0.10, -0.15, -0.03], [-0.11, 0.10, 0.04], [-0.01, 0.00, 0.05], [0.00, 0.18, 0.11], [0.47, 1.29, 0.18], [0.02, 0.19, -0.01], [-0.05, -0.01, 0.04], [-0.04, 0.06, 0.16], [0.22, 0.19, 1.03], [0.03, 0.10, 0.08], [-0.03, 0.05, -0.02], [-0.13, 0.03, 0.03], [-0.52, -0.01, 0.42], [0.14, -0.01, -0.02], [-0.04, -0.06, 0.07], [0.02, -0.09, -0.15], [-0.05, 0.09, 0.10], [-0.06, 0.12, 0.05], [0.02, -0.10, -0.04], [0.00, 0.06, -0.11], [0.15, -0.09, 0.01], [-0.12, 0.11, 0.15], [0.06, -0.05, -0.05], [-0.16, 0.05, 0.12], [0.09, -0.04, -0.10], [-0.78, 0.77, -0.27], [-0.04, 0.10, 0.15], [0.01, -0.07, -0.05], [0.01, 0.03, 0.01], [0.01, 0.03, 0.02], [-0.02, 0.03, 0.03], [0.03, -0.05, -0.01], [-0.03, -0.05, -0.01], [-0.02, 0.02, 0.04], [0.00, 0.02, 0.01], [-0.02, -0.06, -0.02], [0.00, 0.00, -0.01], [0.01, -0.02, -0.04], [0.00, 0.00, -0.03], [0.00, -0.01, -0.09], [-0.02, -0.06, -0.03], [-0.02, 0.01, 0.00], [0.00, 0.00, 0.03], [0.00, 0.00, 0.01], [0.00, 0.00, -0.01], [0.02, -0.03, -0.01], [0.01, -0.02, -0.01], [-0.02, 0.04, 0.02], [0.00, 0.00, 0.03], [0.02, 0.00, -0.03], [0.00, -0.04, -0.01], [0.04, -0.01, -0.02], [0.00, -0.05, -0.03], [0.05, -0.02, -0.01], [-0.02, 0.02, 0.00], [-0.01, 0.01, 0.00], [0.00, 0.04, 0.02], [0.06, 0.00, -0.03], [0.00, -0.05, -0.06], [0.00, 0.02, 0.01], [-0.02, 0.00, 0.01], [-0.03, 0.02, 0.01], [0.04, -0.06, -0.01], [0.06, 0.01, -0.08], [-0.02, 0.00, 0.02], [-0.02, -0.01, 0.03], [0.00, 0.03, 0.03], [0.04, -0.03, -0.05], [-0.02, -0.03, -0.05], [0.01, 0.03, 0.02], [0.00, 0.01, 0.01], [-0.01, 0.02, 0.00], [0.35, 0.02, -0.09], [-0.25, -0.02, -0.14], [-0.05, -0.02, 0.20], [0.21, 0.11, -0.16], [-0.09, -0.06, 0.13], [0.01, -0.09, -0.03], [-0.03, -0.04, 0.06], [0.04, 0.07, 0.03], [-0.10, 0.01, -0.12], [-0.06, -0.04, -0.06], [-0.07, 0.04, 0.05], [0.03, -0.01, 0.02], [0.03, 0.01, -0.06], [-0.01, -0.03, 0.01], [0.05, 0.02, 0.02], [-0.08, 0.02, 0.00], [-0.03, 0.01, -0.01], [-0.04, -0.02, 0.02], [-0.05, 0.04, 0.04], [-0.02, 0.01, 0.00], [0.00, 0.00, -0.01], [0.02, 0.03, -0.01], [-0.01, -0.02, 0.00], [0.00, -0.01, 0.00], [-0.01, -0.01, 0.00], [0.02, -0.01, -0.04], [-0.07, -0.04, 0.00], [0.00, -0.03, 0.00], [0.01, -0.01, 0.00], [0.01, 0.00, 0.01], [0.00, 0.00, -0.01], [0.06, -0.01, 0.02], [0.00, 0.02, -0.02], [-0.02, -0.05, -0.01], [0.03, 0.16, 0.06], [0.00, 0.01, -0.03], [-0.04, -0.02, 0.05], [0.00, -0.17, -0.03], [0.01, 0.02, 0.02], [-0.02, 0.01, -0.02], [-0.02, 0.01, 0.09], [0.00, -0.01, 0.06], [0.02, 0.01, 0.02], [0.02, 0.01, -0.01], [0.00, 0.01, 0.02], [-0.02, -0.01, -0.08], [-0.09, -0.04, 0.10], [-0.17, 0.07, -0.26], [-0.06, 0.16, 0.09], [-0.07, 0.03, 0.00], [0.95, -0.13, -0.26], [-0.15, 0.00, 0.03], [2.20, -0.97, -0.34], [0.00, -0.01, 0.02], [0.02, 0.07, -0.02], [0.05, 0.01, -0.02], [0.02, 0.00, 0.00], [0.03, -0.03, 0.07], [0.04, -0.02, -0.03], [-0.01, -0.06, 0.04], [0.02, -0.16, -0.06], [-0.02, 0.03, 0.05], [-0.02, 0.01, 0.00], [0.02, 0.02, -0.02], [0.00, -0.05, -0.02], [-0.11, 0.11, 0.10], [-0.02, -0.16, -0.01], [0.06, 0.04, 0.04], [-0.02, -0.03, -0.03], [-0.05, -0.02, -0.01], [-0.05, 0.04, 0.01], [0.01, 0.03, 0.01], [0.03, -0.03, 0.03], [-0.01, 0.00, -0.01], [0.03, 0.08, -0.02], [-0.06, -0.01, 0.02], [0.00, 0.03, 0.01], [0.01, 0.12, -0.03], [0.01, -0.01, 0.00], [-0.01, 0.01, 0.01], [-0.01, 0.01, -0.02], [0.02, -0.01, 0.02]],
  "gap_ha": 0.1689,
  "total_charge": -2,
  "de_lowest_kj_mol": 0.0,
  "total_energy_ha": -3150.5004,
  "max_force_ev_per_a": 2.665,
  "lumo_energy_ev": 3.7
}